[1]
C34H23ClN5O3STm | wB97M-V/def2-TZVPD

XYZ file:
```
68
Properties=species:S:1:pos:R:3
Tm -0.104 -0.035 -0.372
Cl -6.899 -1.017 -3.065
C -5.201 -0.993 -2.677
C -4.257 -0.825 -3.703
C -2.919 -0.833 -3.419
C -2.439 -0.992 -2.099
O -1.165 -1.078 -1.874
C -3.406 -1.104 -1.065
C -3.093 -1.212 0.333
N -1.987 -0.900 0.924
C -1.874 -1.051 2.333
C -2.895 -1.345 3.198
C -2.669 -1.491 4.584
C -1.423 -1.338 5.111
C -0.344 -1.008 4.257
C 0.976 -0.826 4.730
C 1.973 -0.513 3.857
C 1.650 -0.358 2.495
N 0.438 -0.507 2.025
C -0.569 -0.852 2.876
C -4.782 -1.139 -1.389
H -4.602 -0.695 -4.721
H -2.180 -0.719 -4.202
H -3.922 -1.596 0.928
H -3.906 -1.470 2.838
H -3.506 -1.732 5.226
H -1.243 -1.457 6.172
H 1.177 -0.943 5.789
H 2.995 -0.377 4.183
H 2.418 -0.097 1.775
H -5.512 -1.262 -0.597
C -0.836 2.757 1.628
O 0.253 2.079 0.998
C 1.381 2.789 0.708
C 1.614 4.056 1.206
C 2.806 4.709 0.909
C 3.766 4.093 0.117
C 3.535 2.830 -0.392
C 2.334 2.149 -0.121
N 2.031 0.903 -0.631
N 3.028 0.393 -1.381
C 2.937 -0.849 -1.858
C 1.988 -1.881 -1.458
O 1.176 -1.696 -0.478
C 1.966 -3.118 -2.160
C 2.855 -3.401 -3.137
C 3.870 -2.452 -3.515
C 4.806 -2.757 -4.510
C 5.770 -1.844 -4.878
C 5.817 -0.594 -4.255
C 4.903 -0.274 -3.276
C 3.915 -1.194 -2.885
H -1.140 3.619 1.036
H -0.564 3.050 2.643
H -1.657 2.044 1.661
H 0.874 4.549 1.818
H 2.973 5.705 1.297
H 4.689 4.606 -0.117
H 4.253 2.346 -1.034
H 1.203 -3.824 -1.859
H 2.822 -4.354 -3.652
H 4.760 -3.728 -4.990
H 6.487 -2.093 -5.650
H 6.572 0.126 -4.543
H 4.929 0.692 -2.793
S -2.657 3.997 -1.626
C -1.713 2.687 -1.519
N -1.022 1.742 -1.403
```

spin multiplicity	3
ΔE to the lowest compared entry with this formula, charge and spin	0.201	eV
total energy	-3752.71180	Ha
<S²>	2.002
HOMO (spin up / spin down)	-7.493 / -7.495	eV

Atomic partial charges in e from the natural (NBO) method, atoms 1 to 6: Tm 1.94; Cl -0.01; C -0.10; C -0.15; C -0.27; C 0.43

[2]
C34H23F5N4O3S2Sr | wB97M-V/def2-TZVPD

XYZ file:
```
72
Properties=species:S:1:pos:R:3
Sr -0.344 -0.062 -0.551
C -3.603 2.548 -2.235
O -4.156 1.247 -2.028
C -3.074 0.419 -1.854
N -1.908 0.940 -2.170
C -2.192 2.257 -2.753
C -1.134 3.301 -2.497
C -0.150 3.485 -3.465
C 0.854 4.423 -3.296
C 0.886 5.201 -2.148
C -0.084 5.021 -1.174
C -1.088 4.079 -1.347
C -3.245 -0.898 -1.391
C -4.487 -1.558 -1.188
C -4.494 -2.870 -0.815
C -3.264 -3.561 -0.616
C -2.106 -2.832 -0.774
N -2.062 -1.557 -1.153
C -0.753 -3.332 -0.484
N 0.144 -2.554 -0.033
C 1.401 -3.293 0.058
C 1.008 -4.703 -0.457
O -0.402 -4.614 -0.735
C 2.467 -2.604 -0.766
C 2.256 -2.391 -2.126
C 3.201 -1.716 -2.884
C 4.364 -1.251 -2.289
C 4.577 -1.461 -0.936
C 3.629 -2.130 -0.174
H -3.587 3.086 -1.283
H -4.229 3.087 -2.945
H -2.257 2.137 -3.846
H -0.170 2.867 -4.356
H 1.618 4.541 -4.055
H 1.666 5.939 -2.012
H -0.051 5.613 -0.267
H -1.811 3.932 -0.557
H -5.404 -1.004 -1.349
H -5.430 -3.391 -0.661
H -3.239 -4.597 -0.311
H 1.713 -3.314 1.103
H 1.167 -5.493 0.274
H 1.527 -4.960 -1.382
H 1.346 -2.753 -2.595
H 3.020 -1.539 -3.938
H 5.092 -0.704 -2.874
H 5.475 -1.078 -0.469
H 3.777 -2.250 0.892
O -0.495 1.851 0.530
N 0.566 2.323 1.143
C 0.425 2.809 2.391
C 1.480 3.306 3.109
C 2.747 3.302 2.523
C 2.889 2.795 1.256
C 1.794 2.282 0.537
S 1.973 1.628 -1.026
H -0.580 2.757 2.782
H 1.315 3.667 4.113
H 3.605 3.671 3.071
H 3.850 2.746 0.765
F -2.154 -3.130 6.167
C -1.354 -2.531 5.269
C -1.865 -2.055 4.075
F -3.174 -2.198 3.820
C -1.038 -1.444 3.156
F -1.598 -1.008 2.011
C 0.341 -1.262 3.356
S 1.367 -0.527 2.209
C 0.812 -1.763 4.586
F 2.112 -1.648 4.887
C 0.000 -2.380 5.514
F 0.518 -2.844 6.663
```

spin multiplicity	2
ΔE to the lowest compared entry with this formula, charge and spin	0.524	eV
total energy	-3080.71731	Ha
<S²>	0.765
net charge	-1
HOMO (spin up / spin down)	-2.851 / -4.183	eV

Atomic partial charges in e from the Löwdin method, atoms 1 to 6: Sr 1.31; C -0.11; O -0.01; C -0.35; N 0.00; C -0.27

[3]
C34H23F6GeN2O4S3V | wB97M-V/def2-TZVPD

XYZ file:
```
74
Properties=species:S:1:pos:R:3
V 0.192 1.472 -0.896
S 3.278 1.415 2.459
C 1.759 1.617 3.283
C 1.490 1.710 4.645
C 0.168 1.772 5.047
C -0.876 1.746 4.115
C -0.616 1.673 2.762
C 0.714 1.611 2.350
N 1.130 1.464 1.045
C 2.426 1.320 0.944
C 3.023 0.929 -0.335
C 4.405 0.781 -0.451
C 4.917 0.294 -1.640
C 4.033 -0.027 -2.670
C 2.665 0.165 -2.529
C 2.093 0.662 -1.355
H 2.290 1.714 5.373
H -0.064 1.829 6.103
H -1.901 1.768 4.463
H -1.407 1.620 2.023
H 5.069 1.031 0.369
H 5.984 0.159 -1.770
H 4.425 -0.420 -3.602
H 2.020 -0.076 -3.370
C -0.661 0.017 -0.736
Ge -0.940 -1.659 0.096
C -1.567 -2.973 -1.233
C -1.900 -4.286 -0.904
C -2.333 -5.182 -1.870
C -2.440 -4.772 -3.192
C -2.113 -3.469 -3.536
C -1.679 -2.578 -2.562
C -2.212 -1.550 1.603
C -2.104 -2.385 2.713
C -2.987 -2.285 3.780
C -4.001 -1.340 3.757
C -4.126 -0.499 2.659
C -3.239 -0.608 1.599
C 0.723 -2.350 0.903
C 1.589 -3.182 0.198
C 2.827 -3.540 0.715
C 3.223 -3.071 1.958
C 2.371 -2.246 2.680
C 1.138 -1.891 2.153
H -1.823 -4.622 0.126
H -2.588 -6.198 -1.594
H -2.779 -5.467 -3.951
H -2.194 -3.142 -4.566
H -1.423 -1.558 -2.829
H -1.309 -3.122 2.758
H -2.877 -2.944 4.634
H -4.689 -1.256 4.590
H -4.915 0.243 2.631
H -3.335 0.068 0.754
H 1.301 -3.550 -0.781
H 3.488 -4.179 0.142
H 4.191 -3.342 2.360
H 2.668 -1.869 3.652
H 0.487 -1.246 2.734
F -2.076 3.067 -0.811
C -1.214 4.091 -0.828
F -0.606 4.109 0.366
F -1.871 5.229 -0.982
S 0.108 3.828 -2.179
O -0.230 2.544 -2.789
O 1.307 3.766 -1.389
N 0.045 5.071 -3.075
S -1.147 5.352 -4.108
O -2.374 4.706 -3.766
O -1.108 6.744 -4.409
C -0.559 4.480 -5.661
F -1.260 3.375 -5.870
F 0.726 4.160 -5.588
F -0.729 5.283 -6.710
```

spin multiplicity	2
ΔE to the lowest compared entry with this formula, charge and spin	0.549	eV
total energy	-6534.58985	Ha
<S²>	0.944
net charge	-1
HOMO (spin up / spin down)	-4.948 / -4.742	eV

Atomic partial charges in e from the Löwdin method, atoms 1 to 6: V 0.57; S 1.11; C -0.46; C -0.10; C -0.10; C -0.08

Question: Which of these has the lowest <S²>?
Answer: C34H23F5N4O3S2Sr

What did the second record say?
C34H23F5N4O3S2Sr | wB97M-V/def2-TZVPD

XYZ file:
```
72
Properties=species:S:1:pos:R:3
Sr -0.344 -0.062 -0.551
C -3.603 2.548 -2.235
O -4.156 1.247 -2.028
C -3.074 0.419 -1.854
N -1.908 0.940 -2.170
C -2.192 2.257 -2.753
C -1.134 3.301 -2.497
C -0.150 3.485 -3.465
C 0.854 4.423 -3.296
C 0.886 5.201 -2.148
C -0.084 5.021 -1.174
C -1.088 4.079 -1.347
C -3.245 -0.898 -1.391
C -4.487 -1.558 -1.188
C -4.494 -2.870 -0.815
C -3.264 -3.561 -0.616
C -2.106 -2.832 -0.774
N -2.062 -1.557 -1.153
C -0.753 -3.332 -0.484
N 0.144 -2.554 -0.033
C 1.401 -3.293 0.058
C 1.008 -4.703 -0.457
O -0.402 -4.614 -0.735
C 2.467 -2.604 -0.766
C 2.256 -2.391 -2.126
C 3.201 -1.716 -2.884
C 4.364 -1.251 -2.289
C 4.577 -1.461 -0.936
C 3.629 -2.130 -0.174
H -3.587 3.086 -1.283
H -4.229 3.087 -2.945
H -2.257 2.137 -3.846
H -0.170 2.867 -4.356
H 1.618 4.541 -4.055
H 1.666 5.939 -2.012
H -0.051 5.613 -0.267
H -1.811 3.932 -0.557
H -5.404 -1.004 -1.349
H -5.430 -3.391 -0.661
H -3.239 -4.597 -0.311
H 1.713 -3.314 1.103
H 1.167 -5.493 0.274
H 1.527 -4.960 -1.382
H 1.346 -2.753 -2.595
H 3.020 -1.539 -3.938
H 5.092 -0.704 -2.874
H 5.475 -1.078 -0.469
H 3.777 -2.250 0.892
O -0.495 1.851 0.530
N 0.566 2.323 1.143
C 0.425 2.809 2.391
C 1.480 3.306 3.109
C 2.747 3.302 2.523
C 2.889 2.795 1.256
C 1.794 2.282 0.537
S 1.973 1.628 -1.026
H -0.580 2.757 2.782
H 1.315 3.667 4.113
H 3.605 3.671 3.071
H 3.850 2.746 0.765
F -2.154 -3.130 6.167
C -1.354 -2.531 5.269
C -1.865 -2.055 4.075
F -3.174 -2.198 3.820
C -1.038 -1.444 3.156
F -1.598 -1.008 2.011
C 0.341 -1.262 3.356
S 1.367 -0.527 2.209
C 0.812 -1.763 4.586
F 2.112 -1.648 4.887
C 0.000 -2.380 5.514
F 0.518 -2.844 6.663
```

spin multiplicity	2
ΔE to the lowest compared entry with this formula, charge and spin	0.524	eV
total energy	-3080.71731	Ha
<S²>	0.765
net charge	-1
HOMO (spin up / spin down)	-2.851 / -4.183	eV

Atomic partial charges in e from the Löwdin method, atoms 1 to 6: Sr 1.31; C -0.11; O -0.01; C -0.35; N 0.00; C -0.27

Question: What is the formula in the second record?
Answer: C34H23F5N4O3S2Sr

Question: Among the records above, which one has the highest total energy?
Answer: C34H23F5N4O3S2Sr